Record 1
Computed, not measured: a structure of composition C25H40N6O2PSY, with ωB97M-V with the def2-TZVPD basis set.

The geometry in ORCA input format:
```
! RIJCOSX wB97M-V def2-TZVPD def2/J DEFGRID3
* xyz 0 1
Y 0.0203 0.4328 -0.1593
C -0.8254 1.2713 4.5612
C -0.2756 0.8927 3.2220
N -0.9580 0.9084 2.1304
N -2.2348 1.3881 2.2179
C -3.0262 0.9507 1.2720
N -4.2874 1.4601 1.2587
S -2.6376 -0.2030 0.0410
C 1.1409 0.4786 3.0977
C 1.8874 0.0768 4.1986
C 3.2094 -0.2949 4.0146
C 3.7536 -0.2295 2.7435
C 2.9404 0.1777 1.7000
N 1.6608 0.5147 1.8608
H -1.7045 1.8949 4.4349
H -0.0758 1.7941 5.1547
H -1.1275 0.3741 5.1088
H -4.6016 1.9289 2.0928
H -4.9692 0.9682 0.7093
H 1.4333 0.0382 5.1785
H 3.8048 -0.6289 4.8542
H 4.7809 -0.4984 2.5448
H 3.3212 0.2222 0.6884
N 0.2862 2.9108 0.5580
C 1.1588 3.6829 -0.3334
C 1.9154 2.7510 -1.3056
O 2.8729 3.1706 -1.9213
O 1.3891 1.5727 -1.4059
H -0.5793 3.3814 0.7947
H 0.7624 2.6974 1.4257
H 1.8795 4.3020 0.2007
H 0.5567 4.3564 -0.9448
C 0.6961 -3.6845 3.6244
N -0.1654 -3.8230 2.4759
C -0.3982 -5.1788 2.0374
C -0.0408 -2.8086 1.4505
C 1.2226 -2.7022 0.6044
C 2.2346 -3.6507 0.6904
C 3.3795 -3.5399 -0.0918
C 3.5049 -2.4784 -0.9698
C 2.4909 -1.5251 -1.0408
C 1.3265 -1.5931 -0.2613
H 0.3130 -4.3017 4.4413
H 0.6865 -2.6432 3.9551
H 1.7466 -3.9671 3.4577
H -0.8142 -5.7601 2.8645
H 0.4928 -5.7115 1.6744
H -1.1311 -5.1715 1.2292
H -0.1914 -1.8391 1.9472
H -0.8962 -2.9196 0.7768
H 2.1455 -4.4901 1.3668
H 4.1615 -4.2864 -0.0157
H 4.3888 -2.3863 -1.5912
H 2.6316 -0.6861 -1.7189
C -3.8371 -0.0961 -3.3011
C -2.4926 0.0565 -4.0073
P -1.1526 0.8294 -2.9985
C 0.1900 0.9742 -4.2535
C 0.0147 1.9136 -5.4422
C -1.7843 2.5428 -2.6856
C -2.5891 3.2659 -3.7638
H -4.5857 -0.4863 -3.9928
H -4.2020 0.8572 -2.9150
H -3.7629 -0.7750 -2.4553
H -2.6130 0.6315 -4.9292
H -2.1155 -0.9241 -4.3089
H 0.3353 -0.0543 -4.6006
H 1.0912 1.2350 -3.6975
H -0.9287 1.7508 -5.9662
H 0.8217 1.7676 -6.1614
H 0.0542 2.9554 -5.1239
H -0.9035 3.1324 -2.4111
H -2.3900 2.4529 -1.7770
H -1.9741 3.5235 -4.6224
H -3.0095 4.1917 -3.3668
H -3.4224 2.6594 -4.1202
*
```

Properties
HOMO energy: -0.285 Ha
Calculated total energy: -2233.6485 a.u.
Gap between HOMO and LUMO: 7.3 eV


Record 2
Computed, not measured: the ion C3H5N3 with charge +2 in a non-equilibrium geometry, with ωB97M-V with the def2-TZVPD basis set.

The geometry in ORCA input format:
```
! RIJCOSX wB97M-V def2-TZVPD def2/J DEFGRID3
* xyz 2 1
C -0.0120 -0.7280 -0.0021
C 2.1984 -0.1967 0.1194
C -2.3825 -0.0258 -0.1230
N 1.1847 -1.0064 -0.0949
N -1.0673 -0.2029 0.0639
N 2.3072 1.0048 -0.1308
H 3.0736 -0.7841 0.5615
H -2.8697 -0.8478 -0.6688
H -2.8973 0.1286 0.8604
H -2.5921 0.9701 -0.5748
H 3.0570 1.6882 -0.0109
*
```

Properties
HOMO energy (alpha / beta): -0.807 / -0.798 Ha
Calculated total energy: -280.6308 a.u.
Gap between HOMO and LUMO (alpha / beta): 7.3 / 7.6 eV


Record 3
Computed, not measured: a structure of composition C35H30ClN6O3P2RhSe2 in a non-equilibrium geometry, with ωB97M-V with the def2-TZVPD basis set.

The geometry in ORCA input format:
```
! RIJCOSX wB97M-V def2-TZVPD def2/J DEFGRID3
* xyz 0 1
Rh -0.2272 0.0102 -0.0419
N 0.6729 -2.0138 0.7012
C 2.1025 -2.0703 0.4110
C 2.6847 -0.6946 0.6724
O 3.7410 -0.5286 1.2532
N 1.9062 0.2854 0.1480
C 2.1953 1.6347 0.4020
C 1.1317 2.1921 1.5526
O 1.4024 3.2943 1.9797
O 0.1979 1.3673 1.7470
H 0.1838 -2.8328 0.3638
H 0.5179 -1.9465 1.7023
H 2.6360 -2.8088 1.0092
H 2.2305 -2.3015 -0.6475
H 3.1899 1.8162 0.7961
H 1.9426 2.2885 -0.4391
Se -2.2978 -5.0891 -4.5086
P -3.5988 -3.8785 -3.3829
C -4.7482 -2.8659 -4.3591
C -4.7862 -2.9846 -5.7413
C -5.6952 -2.2349 -6.4731
C -6.5786 -1.3907 -5.8196
C -6.5557 -1.2894 -4.4352
C -5.6324 -2.0135 -3.7019
C -4.6659 -4.8846 -2.3130
C -4.0401 -5.7152 -1.3852
C -4.7992 -6.5350 -0.5712
C -6.1832 -6.5455 -0.6919
C -6.8026 -5.7488 -1.6408
C -6.0474 -4.9175 -2.4561
C -2.7512 -2.7652 -2.2254
C -1.8413 -1.6868 -2.2777
N -1.5302 -1.4421 -0.9755
N -2.2069 -2.2468 -0.1926
N -2.9363 -3.0482 -0.9177
P -1.0545 -0.6048 -3.4844
Se 0.3127 0.7357 -2.5139
C -2.3226 0.4576 -4.2252
C -3.2045 1.0740 -3.3403
C -4.0355 2.0867 -3.7826
C -4.0090 2.4694 -5.1166
C -3.1426 1.8474 -6.0008
C -2.2807 0.8552 -5.5572
C -0.2225 -1.5324 -4.7912
C -0.9595 -2.1055 -5.8240
C -0.3034 -2.7915 -6.8319
C 1.0786 -2.8966 -6.8182
C 1.8141 -2.3208 -5.7905
C 1.1659 -1.6407 -4.7738
H -4.1140 -3.6800 -6.2315
H -5.7223 -2.3215 -7.5517
H -7.2897 -0.8063 -6.3897
H -7.2585 -0.6429 -3.9255
H -5.6062 -1.9399 -2.6197
H -2.9616 -5.7130 -1.3089
H -4.3132 -7.1722 0.1558
H -6.7782 -7.1831 -0.0509
H -7.8789 -5.7747 -1.7524
H -6.5363 -4.3003 -3.1985
H -3.2208 0.7701 -2.2988
H -4.7005 2.5784 -3.0838
H -4.6635 3.2576 -5.4664
H -3.1190 2.1474 -7.0405
H -1.5689 0.4054 -6.2368
H -2.0363 -2.0119 -5.8337
H -0.8760 -3.2532 -7.6254
H 1.5888 -3.4237 -7.6138
H 2.8932 -2.3963 -5.7822
H 1.7332 -1.1823 -3.9742
Cl -5.6720 1.2178 1.3104
C -4.2210 1.8231 0.6018
C -4.1780 3.0958 0.0536
C -2.9925 3.5232 -0.5206
C -1.9087 2.6639 -0.5422
N -1.9661 1.4440 -0.0156
C -3.0890 1.0254 0.5639
H -5.0518 3.7320 0.0897
H -2.9096 4.5093 -0.9538
H -0.9719 2.9515 -0.9991
H -3.0926 0.0320 0.9960
*
```

Properties
HOMO energy (alpha / beta): -0.279 / -0.281 Ha
Calculated total energy: -7962.3133 a.u.
Gap between HOMO and LUMO (alpha / beta): 6.1 / 6.2 eV


Record 4
Computed, not measured: a structure of composition C4H7N2 in a non-equilibrium geometry, with ωB97M-V with the def2-TZVPD basis set.

The geometry in ORCA input format:
```
! RIJCOSX wB97M-V def2-TZVPD def2/J DEFGRID3
* xyz 1 1
C 1.4467 -0.2531 1.0339
C 1.7728 -0.7765 -0.1661
C 1.9045 0.4953 -0.9484
C -0.9787 0.8026 0.1534
N -1.4220 -0.3965 0.2854
N 0.9779 0.7242 0.1526
H 0.9681 -0.5704 1.9633
H 2.9256 0.9483 -0.8999
H 1.2729 0.6160 -1.8464
H -0.9675 1.5181 1.0475
H -1.0349 1.1850 -0.8042
H -1.5886 -0.9388 -0.5136
H -1.7206 -0.7750 1.2210
*
```

Properties
HOMO energy: -0.508 Ha
Calculated total energy: -265.6632 a.u.
Gap between HOMO and LUMO: 9.2 eV


Record 5
Computed, not measured: a structure of composition C57H81BrIrN4O5 in a non-equilibrium geometry, with ωB97M-V with the def2-TZVPD basis set.

The geometry in ORCA input format:
```
! RIJCOSX wB97M-V def2-TZVPD def2/J DEFGRID3
* xyz 0 6
Ir -0.9255 0.1890 -0.0136
C -0.8000 7.1689 -3.7730
C -1.3375 7.2121 -2.3328
C -2.8428 7.4870 -2.3792
C -0.6560 8.3609 -1.5671
C -1.0171 5.9000 -1.6396
C -1.9993 5.0483 -1.1166
C -1.6622 3.8708 -0.5087
C -2.7159 3.0335 0.1532
N -2.9342 1.6999 -0.4238
C -3.9947 1.0723 0.3726
C -4.2448 -0.3977 0.0683
N -3.0398 -1.2403 0.0203
C -3.0140 -2.0036 -1.2310
C -2.8302 -1.1275 -2.4581
N -1.7223 -0.1805 -2.3067
C -2.1006 1.1789 -2.7076
C -3.2249 1.7685 -1.8628
C -0.5549 -0.5973 -3.1032
C 0.1716 -1.8788 -2.7498
C 0.8933 -2.4426 -3.7943
C 1.7410 -3.5217 -3.6137
C 1.8264 -4.0377 -2.3199
C 1.1254 -3.5386 -1.2357
C 0.2632 -2.4103 -1.4352
O -0.4714 -1.9528 -0.4554
C 1.1619 -4.3068 0.0964
C 2.3233 -5.3085 0.1475
C -0.1603 -5.0910 0.1910
C 1.3069 -3.4187 1.3417
C 2.5005 -4.1911 -4.7553
C 3.9879 -4.3378 -4.4059
C 2.4008 -3.4023 -6.0631
C 1.9054 -5.5910 -4.9887
C -2.9269 -2.1883 1.1404
C -2.2630 -1.8057 2.4517
C -2.1058 -2.8725 3.3304
C -1.4756 -2.7369 4.5510
C -1.0645 -1.4507 4.9079
C -1.2217 -0.3444 4.0966
C -1.7698 -0.5323 2.7871
O -1.7974 0.4594 1.9141
C -0.7410 1.0325 4.5714
C -1.7951 2.1304 4.3403
C 0.5492 1.3960 3.8174
C -0.4380 1.0298 6.0751
C -1.1814 -3.9132 5.4766
C 0.3438 -4.0569 5.6154
C -1.7989 -3.6678 6.8612
C -1.7308 -5.2326 4.9299
C -0.2827 3.4689 -0.3443
O -0.0387 2.3395 0.1497
C 0.7450 4.4109 -0.7747
C 0.3226 5.5303 -1.4569
C 2.2570 4.2523 -0.5711
C 2.8410 3.6860 -1.8780
C 2.8920 5.6172 -0.2544
C 2.6476 3.3307 0.5849
H -0.9551 8.1355 -4.2541
H -1.3187 6.4038 -4.3535
H 0.2666 6.9441 -3.7937
H -3.0198 8.4550 -2.8476
H -3.2702 7.5159 -1.3753
H -3.3659 6.7282 -2.9644
H -0.9297 9.3179 -2.0130
H 0.4300 8.2719 -1.5970
H -0.9678 8.3630 -0.5212
H -3.0483 5.3070 -1.1874
H -3.6649 3.5870 0.1390
H -2.4184 2.8837 1.1938
H -4.9430 1.6204 0.2572
H -3.6806 1.1483 1.4098
H -4.7810 -0.4950 -0.8788
H -4.9323 -0.7551 0.8407
H -3.9350 -2.5928 -1.3578
H -2.1757 -2.6891 -1.1758
H -3.7492 -0.5838 -2.6775
H -2.6459 -1.7923 -3.3062
H -2.4019 1.2028 -3.7657
H -1.2164 1.8102 -2.5943
H -4.1718 1.2703 -2.0729
H -3.3439 2.8088 -2.1780
H 0.1805 0.2046 -3.0355
H -0.8662 -0.6706 -4.1558
H 0.7825 -2.0079 -4.7822
H 2.4725 -4.8899 -2.1613
H 2.1867 -6.1427 -0.5441
H 2.3838 -5.7265 1.1538
H 3.2745 -4.8177 -0.0696
H -0.3135 -5.6923 -0.7077
H -1.0002 -4.4007 0.2978
H -0.1483 -5.7582 1.0577
H 2.2865 -2.9355 1.3552
H 1.2182 -4.0382 2.2390
H 0.5513 -2.6442 1.3840
H 4.4470 -3.3594 -4.2612
H 4.5129 -4.8449 -5.2196
H 4.1335 -4.9243 -3.4987
H 2.7774 -2.3849 -5.9377
H 1.3716 -3.3582 -6.4247
H 3.0032 -3.8928 -6.8300
H 2.0183 -6.2141 -4.1006
H 2.4133 -6.0846 -5.8218
H 0.8415 -5.5193 -5.2226
H -2.3653 -3.0443 0.7658
H -3.9311 -2.5641 1.3898
H -2.4714 -3.8441 3.0147
H -0.5865 -1.3207 5.8699
H -1.9626 2.2820 3.2801
H -1.4417 3.0704 4.7724
H -2.7425 1.8651 4.8163
H 0.3674 1.4641 2.7465
H 1.3126 0.6329 3.9808
H 0.9355 2.3561 4.1752
H -1.2848 0.6500 6.6507
H -0.2397 2.0534 6.3976
H 0.4451 0.4329 6.3099
H 0.7905 -3.1540 6.0327
H 0.7935 -4.2334 4.6365
H 0.5881 -4.8972 6.2706
H -1.3670 -2.7884 7.3397
H -1.6182 -4.5289 7.5095
H -2.8769 -3.5172 6.7783
H -1.2759 -5.4737 3.9672
H -2.8156 -5.1925 4.8111
H -1.4969 -6.0413 5.6245
H 1.0840 6.1903 -1.8467
H 2.6088 4.3349 -2.7254
H 2.4254 2.6934 -2.0683
H 3.9258 3.5934 -1.7999
H 2.8167 6.3354 -1.0714
H 3.9529 5.4774 -0.0457
H 2.4260 6.0521 0.6321
H 2.2903 2.3303 0.4184
H 2.2348 3.6834 1.5326
H 3.7356 3.3009 0.6702
Br 6.1145 -0.6413 -3.1869
C 5.2366 -0.5020 -1.5091
C 5.9843 -0.4202 -0.3433
N 5.4189 -0.2792 0.8491
C 4.0943 -0.2068 0.9189
C 3.2737 -0.2780 -0.1996
C 3.8587 -0.4367 -1.4486
C 1.7908 -0.0893 -0.0926
O 1.2165 -0.2810 0.9966
O 1.1778 0.2876 -1.1307
H 7.0672 -0.4579 -0.3673
H 3.6558 -0.0673 1.9005
H 3.2395 -0.4864 -2.3354
*
```

Properties
HOMO energy (alpha / beta): -0.251 / -0.256 Ha
Calculated total energy: -5494.0857 a.u.
Gap between HOMO and LUMO (alpha / beta): 6.8 / 4.4 eV


Record 6
Computed, not measured: a structure of composition Al4Br6 in a non-equilibrium geometry, with ωB97M-V with the def2-TZVPD basis set.

The geometry in ORCA input format:
```
! RIJCOSX wB97M-V def2-TZVPD def2/J DEFGRID3
* xyz 6 1
Al -7.2849 -8.2676 11.5092
Al -6.6044 -5.4359 4.4290
Al -9.2334 -5.6573 7.9089
Al -13.4033 -5.5578 8.1010
Br -9.2247 -8.5922 10.6402
Br -7.1812 -6.1034 6.5636
Br -11.7842 -4.0514 7.8750
Br -8.5648 -3.0938 7.9156
Br -5.9621 -10.0277 10.9217
Br -6.8287 -7.5683 13.3739
*
```

Properties
HOMO energy: -1.027 Ha
Calculated total energy: -16410.4212 a.u.
Gap between HOMO and LUMO: 2.8 eV


Record 7
Computed, not measured: a cluster of 2 separate species, C4H8O2 in total, with ωB97M-V with the def2-TZVPD basis set.

The geometry in ORCA input format:
```
! RIJCOSX wB97M-V def2-TZVPD def2/J DEFGRID3
* xyz 0 1
O -0.0055 -1.5123 1.0230
C -0.3956 -1.3466 -0.1237
C -0.1225 -0.1331 -0.9039
C 0.0603 1.1900 -0.1601
C 1.2662 0.5023 -0.6585
O 2.1691 -0.1117 0.1780
H -0.9601 -2.1527 -0.6353
H -0.5252 -0.1087 -1.9111
H -0.2876 2.0847 -0.6702
H -0.1292 1.1638 0.9114
H 1.7561 0.9033 -1.5414
H 1.6542 -0.5503 0.8800
H -1.9867 -0.2212 1.8958
H -2.4934 0.2925 1.7159
*
```

Properties
HOMO energy: -0.357 Ha
Calculated total energy: -307.6109 a.u.
Gap between HOMO and LUMO: 10.5 eV
SMILES: O=C[C@H]1C[C@H]1O.[H][H]


Record 8
Computed, not measured: a structure of composition C30H52CdN2O2S2 in a non-equilibrium geometry, with ωB97M-V with the def2-TZVPD basis set.

The geometry in ORCA input format:
```
! RIJCOSX wB97M-V def2-TZVPD def2/J DEFGRID3
* xyz 2 1
C -3.0150 -6.7847 -2.3821
C -3.0447 -5.9752 -1.4918
C -3.0846 -5.0004 -0.4049
C -4.0681 -3.8065 -0.6102
C -4.6348 -3.8629 -2.0025
O -5.6467 -4.3522 -2.3910
O -3.7587 -3.2286 -2.8319
C -2.8239 -2.4587 -2.0678
C -3.3998 -2.4021 -0.6243
C -2.2810 -2.1822 0.4205
C -2.5841 -1.2079 1.5796
C -1.4019 -0.2745 1.8349
S -1.9600 1.1635 2.7670
C -0.4238 1.8691 3.2381
S -0.3078 1.4567 4.8274
N 0.3903 2.5002 2.4591
C 1.3082 3.4733 3.1064
C 2.6051 2.9080 3.6670
C 3.3928 1.9838 2.7321
C 4.0443 0.8133 3.4781
C 4.3919 -0.3910 2.5745
C 3.5734 -1.6163 2.9735
C 2.1278 -1.6983 2.4520
C 1.8868 -2.8808 1.5186
C -0.0920 2.8842 1.1029
C 1.0061 3.0679 0.0660
C 0.3341 3.3039 -1.3047
C 0.6737 2.2141 -2.3196
C 2.1296 2.2896 -2.7967
C 2.3524 3.2598 -3.9715
C 2.6357 2.5677 -5.3037
C 1.5589 1.5657 -5.7601
C -4.5139 -1.3534 -0.6035
C -4.2047 0.1283 -0.7572
C -2.8112 0.6716 -1.0065
N -5.2054 0.8902 -0.6551
H -2.9721 -7.4861 -3.1733
H -2.0627 -4.6530 -0.2578
H -3.3606 -5.5195 0.5133
H -4.8355 -3.8690 0.1570
H -2.7761 -1.4878 -2.5551
H -1.8447 -2.9434 -2.1015
H -2.0052 -3.1336 0.8657
H -1.3794 -1.8380 -0.0982
H -3.5052 -0.6499 1.4253
H -2.7295 -1.7838 2.4949
H -0.6361 -0.7688 2.4401
H -0.9233 0.0528 0.9086
H 0.7605 3.9577 3.9184
H 1.5161 4.2314 2.3589
H 2.4060 2.3757 4.6011
H 3.2143 3.7700 3.9410
H 4.1801 2.5401 2.2213
H 2.7378 1.5766 1.9574
H 4.9535 1.1526 3.9728
H 3.3551 0.4750 4.2570
H 5.4538 -0.6245 2.6593
H 4.1925 -0.1720 1.5238
H 3.5774 -1.7426 4.0613
H 4.0964 -2.5240 2.5086
H 1.9039 -0.7670 1.9249
H 1.4506 -1.7962 3.3024
H 2.0466 -3.8293 2.0386
H 2.5369 -2.8431 0.6436
H 0.8570 -2.8967 1.1627
H -0.7415 2.0907 0.7307
H -0.6858 3.7957 1.2004
H 1.6616 3.8997 0.3120
H 1.5919 2.1480 0.0099
H 0.6508 4.2651 -1.7110
H -0.7519 3.3570 -1.1881
H 0.4838 1.2288 -1.8751
H 0.0155 2.3103 -3.1829
H 2.4559 1.2935 -3.1042
H 2.7752 2.5745 -1.9607
H 3.2103 3.8969 -3.7479
H 1.5003 3.9376 -4.0819
H 3.6054 2.0700 -5.2511
H 2.7352 3.3428 -6.0640
H 1.9689 0.5654 -5.8905
H 0.7273 1.4994 -5.0597
H 1.1440 1.8517 -6.7251
H -5.0685 -1.4325 0.3349
H -5.2433 -1.5981 -1.3777
H -2.8413 1.3201 -1.8826
H -2.5255 1.3028 -0.1601
H -2.0436 -0.0789 -1.1776
H -4.9623 1.8723 -0.7813
Cd 4.9803 -3.8518 3.4490
*
```

Properties
HOMO energy: -0.481 Ha
Calculated total energy: -2397.5506 a.u.
Gap between HOMO and LUMO: 1.9 eV


Record 9
Computed, not measured: a cluster of 2 separate species, CH4O3S in total in a non-equilibrium geometry, with ωB97M-V with the def2-TZVPD basis set.

The geometry in ORCA input format:
```
! RIJCOSX wB97M-V def2-TZVPD def2/J DEFGRID3
* xyz 0 3
C 0.4827 -0.4508 -0.7467
O 0.0917 -1.7609 -0.4542
O -1.3589 1.2569 0.9020
O 1.2545 0.1424 0.1051
S -0.2451 1.0698 2.0677
H -0.4611 0.1272 -0.9510
H 1.0076 -0.4688 -1.7337
H 0.4717 -2.0021 0.3990
H -1.2431 2.0863 0.4118
*
```

Properties
HOMO energy (alpha / beta): -0.328 / -0.324 Ha
Calculated total energy: -664.2412 a.u.
Gap between HOMO and LUMO (alpha / beta): 9.1 / 6.3 eV